{
  "formula": "C6H18AgClO8P2",
  "method": "ωB97M-V/def2-TZVPD",
  "symbols": ["Ag", "Cl", "C", "O", "P", "O", "O", "C", "O", "C", "H", "H", "H", "H", "H", "H", "H", "H", "H", "C", "O", "P", "O", "O", "C", "O", "C", "H", "H", "H", "H", "H", "H", "H", "H", "H"],
  "xyz": [[4.47427, 2.67867, 1.25413], [2.29772, 1.51135, 1.33780], [-1.37434, -2.18779, 5.79269], [-1.01127, -3.20682, 4.86285], [-1.38443, -3.04008, 3.31940], [-0.74996, -4.03438, 2.46843], [-2.96748, -3.00012, 3.30712], [-3.66724, -4.22878, 3.51693], [-1.09371, -1.54445, 2.95285], [0.23121, -0.99803, 3.09816], [-0.47786, -1.77933, 6.25630], [-1.98804, -2.59575, 6.59894], [-1.97619, -1.40573, 5.32903], [-4.44954, -4.08306, 4.26317], [-3.02944, -5.01728, 3.91844], [-4.12704, -4.53208, 2.58020], [0.25701, -0.30990, 3.93928], [0.46009, -0.52480, 2.15045], [0.95952, -1.79213, 3.27412], [0.92143, 4.06625, -2.94145], [1.58451, 3.45583, -4.05342], [1.12824, 1.99446, -4.48961], [-0.31952, 1.77734, -4.50511], [1.86993, 1.83001, -5.86569], [1.25047, 2.47551, -6.98910], [1.95333, 0.98482, -3.60053], [1.49295, 0.79037, -2.24496], [-0.02722, 3.57328, -2.72996], [0.73479, 5.11291, -3.17401], [1.55558, 4.02600, -2.05444], [0.51386, 3.20990, -6.66856], [0.77005, 1.72575, -7.61586], [2.01918, 2.95970, -7.58783], [1.53917, -0.27385, -2.01904], [0.45246, 1.07829, -2.10468], [2.17750, 1.30396, -1.57607]],
  "forces_ev_per_a": [[-1.0, -0.6, 0.0], [1.1, 0.6, 0.0], [-0.4, 0.1, 0.4], [0.3, -0.1, 0.0], [-0.1, 0.0, 0.0], [0.2, -0.4, 0.2], [-0.1, 0.2, 0.1], [-0.3, -0.2, 0.3], [-0.2, 0.5, 0.3], [0.0, -0.6, -0.3], [0.1, 0.1, -0.2], [0.1, -0.3, -0.2], [0.2, 0.1, -0.1], [0.0, 0.3, -0.1], [0.2, 0.0, -0.3], [0.1, -0.1, 0.0], [-0.1, 0.2, -0.1], [0.1, 0.3, 0.2], [0.0, 0.0, 0.0], [-0.1, 0.2, 0.2], [-0.1, 0.2, 0.2], [0.1, -0.4, -0.2], [-0.1, 0.3, 0.2], [0.1, 0.1, -0.1], [0.0, -0.1, -0.3], [-0.2, 0.0, 0.1], [0.3, -0.5, 0.1], [0.0, 0.0, -0.1], [0.0, 0.0, -0.1], [0.1, -0.1, -0.1], [0.0, 0.0, 0.0], [-0.1, 0.0, 0.1], [0.1, 0.0, 0.2], [0.1, 0.0, -0.1], [0.1, 0.3, -0.1], [-0.2, 0.2, 0.1]],
  "relative_energy_ev": 0.000,
  "homo_energy_ev": -10.10,
  "multiplicity": 1,
  "homo_lumo_gap_ev": 7.96
}

***

{
  "formula": "C6H18BFNO5S2",
  "method": "ωB97M-V/def2-TZVPD",
  "symbols": ["C", "C", "C", "N", "C", "B", "O", "O", "S", "O", "O", "F", "H", "H", "H", "H", "H", "H", "H", "H", "H", "H", "H", "H", "C", "S", "O", "C", "H", "H", "H", "H", "H", "H"],
  "xyz": [[-1.67491, 0.19441, -2.00558], [-1.44379, 1.74274, -1.83963], [-2.01525, 2.34935, -0.50708], [-1.41458, 1.74236, 0.74059], [-0.15308, 2.41614, 1.20401], [1.00934, 1.38762, 1.65273], [2.07487, 1.89103, 2.44722], [1.07677, 0.02531, 1.27930], [-2.60579, 1.65975, 2.05059], [-2.79515, 2.96397, 2.69335], [-2.09636, 0.57798, 2.92250], [-4.03791, 1.14714, 1.45947], [-1.22787, -0.39297, -1.14417], [-2.76870, -0.06877, -1.99760], [-1.16210, -0.19825, -2.92195], [-1.98923, 2.26063, -2.67969], [-0.35835, 2.00862, -1.99232], [-3.13700, 2.34297, -0.52378], [-1.72877, 3.43945, -0.49798], [-1.17446, 0.75009, 0.53967], [0.27047, 3.06054, 0.38113], [-0.31938, 3.12411, 2.06743], [2.07032, 2.85423, 2.32546], [0.75075, -0.46841, 2.05420], [1.51811, -3.87066, 0.16207], [2.12405, -2.76522, -1.12880], [1.29384, -3.00320, -2.34608], [3.69943, -3.60793, -1.37448], [0.51488, -3.55068, 0.44379], [1.47918, -4.89457, -0.21167], [2.17390, -3.81111, 1.03193], [3.52481, -4.64803, -1.65213], [4.28617, -3.55638, -0.45629], [4.23578, -3.10223, -2.17620]],
  "forces_ev_per_a": [[0.1, -0.1, 0.8], [-0.1, -0.5, -0.4], [-0.1, 1.8, -2.1], [-1.0, -0.2, -1.1], [1.4, 1.0, 0.6], [2.4, -0.7, 1.1], [-2.2, -0.2, -2.1], [-1.5, 1.7, 0.9], [-0.9, -0.8, 6.8], [0.3, -2.7, -3.0], [-1.2, 2.4, -3.2], [2.9, 1.1, 0.0], [-0.2, 0.6, -0.9], [1.0, 0.4, -0.3], [-0.6, 0.4, 0.8], [0.5, -0.3, 1.0], [-1.0, -0.3, 0.4], [1.0, -0.5, 0.4], [-0.4, -1.1, 0.3], [-0.1, 0.1, 0.1], [-0.8, -0.7, 0.5], [-0.4, -0.8, -1.0], [0.4, -0.1, 0.7], [0.4, -0.4, -0.4], [0.0, -0.1, 0.0], [0.0, -0.1, -0.1], [0.1, 0.1, 0.3], [0.0, -0.1, 0.0], [0.0, 0.0, -0.1], [0.0, 0.1, -0.1], [0.0, 0.0, 0.0], [-0.1, 0.0, 0.0], [0.0, 0.0, 0.0], [-0.1, 0.0, 0.0]],
  "charge": 1,
  "homo_energy_ev": -11.15,
  "multiplicity": 1,
  "homo_lumo_gap_ev": 6.15
}

***

{
  "formula": "C6H18BrFeO3",
  "method": "ωB97M-V/def2-TZVPD",
  "symbols": ["Fe", "Br", "C", "C", "O", "H", "H", "H", "H", "H", "H", "C", "C", "O", "H", "H", "H", "H", "H", "H", "C", "C", "O", "H", "H", "H", "H", "H", "H"],
  "xyz": [[11.28167, -6.62427, -8.49623], [13.91431, -4.59205, -11.96304], [20.54035, -3.35697, -18.70548], [19.32192, -3.11177, -17.85345], [19.17036, -4.19155, -16.97060], [20.43806, -4.27811, -19.27920], [21.36737, -3.56256, -18.02587], [20.84751, -2.52294, -19.33646], [18.43654, -2.84817, -18.43199], [19.40034, -2.18154, -17.29077], [18.35843, -4.10941, -16.46501], [16.18634, 4.18974, -12.62646], [15.65490, 2.87363, -13.25119], [14.99293, 2.18439, -12.22005], [16.54183, 4.86605, -13.40383], [17.03955, 3.99837, -11.97568], [15.37875, 4.76305, -12.17128], [16.48998, 2.26215, -13.59300], [15.00289, 3.11263, -14.09134], [14.81493, 1.27784, -12.48101], [11.86969, -3.67051, -21.17651], [11.92856, -4.14210, -19.69700], [12.13698, -3.04254, -18.85716], [11.03606, -3.00184, -21.39106], [11.68149, -4.51129, -21.84418], [12.75564, -3.11988, -21.49277], [12.78550, -4.81212, -19.62766], [11.08025, -4.73108, -19.34834], [12.18670, -3.39090, -17.96398]],
  "forces_ev_per_a": [[0.0, 0.0, -0.1], [0.0, 0.0, 0.1], [0.4, -0.5, 0.4], [-0.2, 1.4, -0.1], [-0.2, -0.7, 0.1], [-0.2, 0.2, -0.3], [0.1, 0.1, 0.1], [-0.3, 0.0, 0.0], [-0.3, -0.9, -0.5], [0.7, 0.2, 0.4], [0.0, 0.1, -0.1], [-0.1, -0.3, -1.1], [0.8, 1.1, 0.5], [-0.6, -0.3, 0.5], [0.2, -0.2, -0.3], [-0.4, 0.0, 0.3], [0.1, -0.4, 0.5], [0.1, 0.1, -0.3], [-0.2, -0.1, -0.1], [0.0, 0.0, -0.1], [-0.9, -0.1, 0.5], [0.7, -0.2, -1.4], [0.0, 0.6, 0.5], [-0.2, 0.1, 0.4], [0.4, -0.2, 0.1], [0.2, -0.3, 0.3], [0.2, -0.2, 0.0], [-0.5, 0.1, -0.4], [0.0, 0.2, 0.1]],
  "charge": 1,
  "relative_energy_ev": 2.680,
  "homo_energy_ev": [-11.38, -11.38],
  "s2": 6.008,
  "multiplicity": 5,
  "homo_lumo_gap_ev": [4.07, 4.01]
}

***

{
  "formula": "C6H18ClO3",
  "method": "ωB97M-V/def2-TZVPD",
  "symbols": ["Cl", "C", "C", "O", "H", "H", "H", "H", "H", "H", "C", "C", "O", "H", "H", "H", "H", "H", "H", "C", "C", "O", "H", "H", "H", "H", "H", "H"],
  "xyz": [[1.24057, 0.32582, 0.23557], [-0.62143, -1.10018, -4.37343], [-0.20743, -1.09318, -2.88543], [1.03757, -0.28418, -2.84443], [-1.54443, -1.73218, -4.66643], [0.04257, -1.49818, -5.12843], [-0.93343, -0.11218, -4.81043], [0.18357, -2.01618, -2.34743], [-0.93143, -0.65018, -2.43243], [1.49657, -0.34918, -2.00543], [2.71057, 3.47282, 4.55157], [2.00957, 3.28782, 3.30157], [2.62557, 2.26182, 2.57757], [2.26957, 4.08882, 5.14557], [3.58757, 3.76782, 4.48957], [2.87357, 2.26282, 4.92457], [2.06257, 4.04382, 2.59357], [1.01957, 2.89682, 3.57057], [1.92157, 1.57982, 2.38957], [-3.03543, -2.55718, -0.71543], [-1.92743, -2.14618, 0.12457], [-1.90343, -0.71718, 0.11757], [-4.00343, -2.22818, -0.33443], [-3.19343, -3.66518, -0.81343], [-2.92443, -2.20018, -1.71743], [-0.85143, -2.56618, -0.33243], [-2.03643, -2.72418, 1.10857], [-0.96743, -0.34818, 0.27657]],
  "forces_ev_per_a": [[-0.3, -0.2, 0.3], [-2.0, -1.0, -1.5], [7.0, -2.1, -3.1], [-1.2, -0.1, -1.6], [0.9, 0.7, 1.3], [1.0, -0.1, 0.3], [0.6, -0.4, 1.1], [-1.5, 0.4, -1.2], [-4.4, 2.7, 3.6], [-0.4, 0.0, 0.9], [-3.2, -8.9, -0.5], [-1.0, -2.4, -0.4], [-0.4, -2.4, -0.5], [-3.3, 3.3, 4.3], [8.5, 2.8, -1.2], [-0.8, 3.5, -0.3], [-0.8, 2.4, -0.7], [-0.4, 1.0, -0.4], [1.4, 0.7, -0.5], [-2.1, -2.0, -1.1], [4.0, -0.8, 0.3], [1.1, -0.4, 0.8], [0.1, 0.4, 0.1], [0.6, 0.7, 0.3], [0.0, 0.4, -0.7], [-2.7, 1.0, 1.1], [0.3, 1.4, -0.6], [-1.1, -0.8, -0.2]],
  "charge": -1,
  "relative_energy_ev": 2.521,
  "homo_energy_ev": -4.92,
  "multiplicity": 1,
  "homo_lumo_gap_ev": 8.40
}